# 1
ORCA calculation (the ωB97M-V functional and the def2-TZVPD basis) on a molecular structure, C12H30LiN2O4S at a distorted geometry.

Geometry (Å):
S (-0.83, -0.84, 3.35)
O (-1.10, -1.58, 2.15)
O (-2.06, -0.55, 4.09)
O (-0.25, -1.63, 4.44)
O (-0.09, 0.37, 2.98)
N (-1.32, 1.20, -0.13)
N (1.62, -0.91, -0.05)
C (1.06, -2.27, -0.13)
C (-3.83, 1.51, 0.13)
C (-1.93, 0.60, -2.58)
C (1.74, -0.27, -1.38)
C (2.93, -1.19, 2.08)
C (2.97, -0.91, 0.59)
C (-0.20, -2.36, -1.01)
C (-2.59, 0.62, 0.34)
C (-0.85, 2.34, 0.65)
C (0.65, 2.59, 0.58)
C (2.66, -1.10, -2.36)
C (-1.38, 1.65, -1.54)
Li (0.04, -0.08, 1.06)
H (-0.01, -2.20, -2.07)
H (0.77, -0.13, -1.85)
H (-0.39, 1.80, -1.98)
H (-1.44, -0.37, -2.55)
H (2.49, -0.75, -3.38)
H (2.40, -2.12, 2.29)
H (-0.58, -3.37, -0.82)
H (-2.77, -0.31, -0.20)
H (1.18, 1.67, 0.86)
H (3.96, -1.26, 2.44)
H (0.98, 2.95, -0.39)
H (3.52, 0.02, 0.39)
H (-0.99, -1.68, -0.69)
H (0.94, 3.33, 1.32)
H (0.80, -2.60, 0.88)
H (-1.87, 2.62, -1.67)
H (-1.06, 2.17, 1.70)
H (-4.72, 0.90, 0.29)
H (-3.82, 2.36, 0.82)
H (-3.98, 1.95, -0.86)
H (2.01, 0.78, -1.25)
H (3.69, -0.84, -2.12)
H (-2.45, 0.39, 1.40)
H (-1.86, 1.04, -3.58)
H (2.42, -0.39, 2.62)
H (3.56, -1.65, 0.04)
H (2.56, -2.18, -2.42)
H (-1.38, 3.26, 0.40)
H (1.80, -3.00, -0.47)
H (-2.99, 0.44, -2.40)

Calculated values
Energy (Ha): -1291.5028
Total charge: -1
Lowest unoccupied orbital energy (Ha): 0.085
Relative energy (zero: lowest compared OMol25 entry of this formula, charge and spin) (eV): 0.0000

Here are the Mulliken charges for atoms 1 to 4, given in e: atom 1 (S): 1.245, atom 2 (O): -0.710, atom 3 (O): -0.799, atom 4 (O): -0.779

# 2
ORCA calculation (the ωB97M-V functional and the def2-TZVPD basis) on 2 unconnected molecules or ions with the total composition C12H30N2O4P at a distorted geometry.

Geometry (Å):
P (0.20, 2.64, 0.61)
O (3.07, 0.47, -1.11)
O (-2.02, -3.95, -3.25)
O (0.92, 0.04, 1.01)
O (-3.69, 0.57, -1.97)
N (1.05, 1.04, 0.00)
N (-1.94, -0.12, -0.65)
C (1.50, 3.25, 1.74)
C (-4.12, 0.55, 0.35)
C (-1.89, -1.58, -0.99)
C (1.60, -1.89, 2.23)
C (0.45, 0.59, -1.31)
C (-1.06, 0.64, -1.55)
C (-2.02, -2.48, 0.24)
C (2.49, 1.41, -0.27)
C (-3.30, 0.35, -0.88)
C (-0.90, 1.91, 1.87)
C (1.98, -0.95, 1.09)
C (4.47, 0.28, -0.90)
H (3.01, 1.49, 0.69)
H (0.89, 1.28, -2.04)
H (4.67, -0.16, 0.09)
H (-1.05, -2.68, 0.70)
H (-2.68, -1.82, -1.70)
H (-2.80, -4.26, -3.73)
H (2.08, -1.47, 0.13)
H (2.30, 3.78, 1.21)
H (-1.40, 1.68, -1.60)
H (-1.34, 0.98, 1.49)
H (-1.70, 2.65, 2.03)
H (-5.18, 0.55, 0.08)
H (1.30, -2.87, 1.86)
H (-1.15, 0.27, -2.58)
H (1.90, 2.48, 2.40)
H (-3.91, -0.20, 1.12)
H (2.44, -2.02, 2.91)
H (-0.95, -1.78, -1.51)
H (-2.45, -3.44, -0.05)
H (0.87, -0.40, -1.51)
H (-1.62, -3.31, -3.85)
H (5.03, 1.21, -1.00)
H (-2.66, -2.02, 0.99)
H (0.97, 3.98, 2.37)
H (4.79, -0.42, -1.67)
H (2.92, -0.45, 1.31)
H (-3.88, 1.54, 0.77)
H (0.76, -1.47, 2.80)
H (-0.38, 1.73, 2.81)
H (2.43, 2.40, -0.75)

Calculated values
Energy (Ha): -1226.7167
Total charge: +1
Lowest unoccupied orbital energy (Ha): -0.084

Here are the Mulliken charges for atoms 1 to 4, given in e: atom 1 (P): 0.124, atom 2 (O): -0.345, atom 3 (O): -0.627, atom 4 (O): -0.175

# 3
ORCA calculation (the ωB97M-V functional and the def2-TZVPD basis) on 3 unconnected molecules or ions with the total composition C12H30O3 at a distorted geometry.

Geometry (Å):
O (42.62, 0.51, 16.82)
O (43.37, 4.89, 18.10)
O (47.83, 3.74, 15.58)
C (41.56, -0.36, 18.60)
C (44.40, 5.45, 18.96)
C (43.93, 1.08, 14.84)
C (50.01, 2.97, 16.32)
C (42.27, 5.82, 18.10)
C (48.50, 2.56, 16.05)
C (41.34, 5.16, 16.95)
C (42.02, 0.84, 18.05)
C (45.50, 4.37, 18.98)
C (46.51, 3.42, 15.18)
C (45.82, 4.62, 14.68)
C (42.93, 1.56, 15.88)
H (46.26, 4.82, 19.48)
H (45.02, 3.54, 19.47)
H (50.03, 3.94, 17.02)
H (45.94, 5.44, 15.44)
H (41.75, 6.04, 19.07)
H (46.04, 3.03, 15.99)
H (46.34, 4.99, 13.90)
H (42.20, 1.86, 15.31)
H (44.78, 4.40, 14.22)
H (44.26, 1.78, 14.08)
H (42.49, 1.39, 18.81)
H (43.63, 0.13, 14.27)
H (42.51, 6.83, 17.95)
H (43.29, 2.41, 16.52)
H (44.87, 6.48, 18.58)
H (41.18, 1.41, 17.67)
H (41.01, -1.00, 17.84)
H (40.83, 4.36, 17.46)
H (44.02, 5.51, 19.84)
H (42.40, -1.04, 18.65)
H (50.74, 2.12, 16.56)
H (41.16, -0.28, 19.38)
H (42.02, 4.88, 16.15)
H (46.66, 2.81, 14.29)
H (48.06, 2.13, 16.97)
H (50.49, 3.46, 15.42)
H (48.33, 1.58, 15.33)
H (45.05, 0.76, 15.29)
H (45.81, 4.15, 17.96)
H (40.54, 5.96, 16.55)

Calculated values
Energy (Ha): -700.6671
Lowest unoccupied orbital energy (Ha): 0.034
Relative energy (zero: lowest compared OMol25 entry of this formula, charge and spin) (eV): 0.3963

Here are the Mulliken charges for atoms 1 to 4, given in e: atom 1 (O): -0.390, atom 2 (O): -0.192, atom 3 (O): -0.406, atom 4 (C): -1.910

# 4
ORCA calculation (the ωB97M-V functional and the def2-TZVPD basis) on a molecular structure, C12H31F6N10O11S2V at a distorted geometry.

Geometry (Å):
V (2.88, 7.33, -1.86)
S (5.40, 5.99, 0.18)
S (5.12, 4.80, -2.22)
F (3.08, 4.54, 0.62)
F (4.85, 3.49, 1.30)
F (4.04, 5.14, 2.49)
F (6.65, 6.62, -3.50)
F (7.76, 5.28, -2.27)
F (6.89, 4.55, -4.22)
O (-0.58, 3.99, 3.13)
O (4.23, 9.02, -1.87)
O (3.24, 7.44, -4.08)
O (2.33, 7.80, 0.26)
O (1.15, 8.67, -2.28)
O (4.12, 4.59, -3.30)
O (6.82, 5.53, 0.16)
O (5.23, 7.23, 0.88)
O (1.86, 6.10, -1.85)
O (-2.89, 6.76, -0.71)
O (5.56, 3.60, -1.56)
N (0.85, 7.32, 1.77)
N (2.20, 9.02, 2.03)
N (2.65, 6.99, -6.07)
N (-0.49, 8.44, -3.75)
N (5.41, 9.67, -0.13)
N (4.64, 6.13, -1.21)
N (-0.39, 5.13, 0.43)
N (-0.70, 9.85, -2.21)
N (4.81, 7.07, -5.62)
N (4.86, 11.09, -1.63)
C (-1.62, 6.47, -1.34)
C (0.44, 3.66, 2.22)
C (0.05, 8.99, -2.73)
C (-0.14, 3.86, 4.49)
C (-0.01, 3.74, 0.78)
C (-3.20, 8.08, -0.59)
C (6.73, 5.34, -3.13)
C (-0.97, 5.07, -0.99)
C (1.79, 8.06, 1.28)
C (3.57, 7.17, -5.22)
C (4.26, 4.73, 1.21)
C (4.80, 9.87, -1.24)
H (4.92, 6.75, -6.57)
H (-3.11, 8.63, -1.53)
H (-2.49, 8.48, 0.13)
H (-1.44, 8.64, -4.03)
H (-1.56, 10.15, -2.65)
H (-1.65, 6.48, -2.43)
H (1.82, 9.04, 2.96)
H (3.01, 9.62, 1.95)
H (5.98, 10.41, 0.26)
H (5.46, 8.76, 0.32)
H (2.86, 6.74, -7.03)
H (0.33, 2.88, 4.59)
H (-0.91, 7.21, -0.99)
H (0.69, 6.48, 1.22)
H (-0.80, 4.12, 5.31)
H (5.59, 7.27, -5.01)
H (0.79, 3.28, 0.19)
H (0.67, 4.58, 4.61)
H (-1.15, 5.38, 1.04)
H (0.09, 7.81, -4.28)
H (0.60, 2.61, 2.48)
H (5.36, 11.75, -1.04)
H (4.44, 11.46, -2.47)
H (-0.33, 4.76, -1.82)
H (-0.27, 10.53, -1.59)
H (1.35, 4.23, 2.40)
H (-1.73, 4.28, -0.96)
H (-0.88, 3.12, 0.56)
H (0.71, 7.27, 2.77)
H (-4.24, 8.11, -0.27)
H (1.84, 6.64, -5.59)

Calculated values
⟨S²⟩: 2.04
Multiplicity: 3
Energy (Ha): -4190.0854
Total charge: +2
Lowest unoccupied orbital energy (spin up / spin down) (Ha): -0.219 / -0.382

Here are the Mulliken charges for atoms 1 to 4, given in e: atom 1 (V): 2.139, atom 2 (S): 0.741, atom 3 (S): 0.577, atom 4 (F): -0.182

# 5
ORCA calculation (the ωB97M-V functional and the def2-TZVPD basis) on a molecular structure, C12H31N7PPm at a distorted geometry.

Geometry (Å):
Pm (-0.20, 1.41, -0.50)
P (0.94, -1.57, -0.92)
N (0.91, -4.23, -1.87)
N (1.25, -3.90, 0.50)
N (-2.64, 0.54, -0.19)
N (-1.46, 3.10, 0.98)
N (0.05, 3.75, -1.57)
N (2.99, -3.38, -1.01)
N (1.22, 2.04, 1.53)
C (-2.91, 2.74, 1.00)
C (0.15, 1.99, 2.58)
C (2.78, -1.98, -1.17)
C (-1.22, 4.43, -1.15)
C (-0.89, 3.10, 2.36)
C (0.31, -2.89, -2.12)
C (0.69, -2.60, 0.65)
C (2.70, -3.90, 0.31)
C (-1.32, 4.47, 0.38)
C (0.61, -4.73, -0.45)
C (2.43, -4.21, -2.02)
C (-3.16, 1.23, 1.05)
H (-3.29, 0.79, -0.95)
H (0.98, -5.75, -0.37)
H (-0.41, 4.94, 0.76)
H (3.08, -1.67, -2.18)
H (2.80, -5.23, -1.91)
H (-0.41, 4.06, 2.57)
H (-2.68, 0.78, 1.92)
H (0.09, 3.83, -2.60)
H (-2.16, 5.10, 0.67)
H (3.08, -4.92, 0.41)
H (-1.67, 2.98, 3.11)
H (3.39, -1.43, -0.45)
H (2.69, -3.85, -3.02)
H (-2.82, -0.46, -0.04)
H (-3.40, 3.15, 0.11)
H (-1.24, 5.47, -1.50)
H (0.52, -4.90, -2.54)
H (-0.32, 0.99, 2.56)
H (3.18, -3.29, 1.08)
H (-0.78, -2.98, -2.06)
H (0.82, 4.36, -1.26)
H (1.99, 1.43, 1.85)
H (1.63, 2.98, 1.57)
H (0.57, -2.59, -3.15)
H (-3.40, 3.19, 1.87)
H (-0.38, -2.69, 0.87)
H (-4.24, 1.07, 1.14)
H (0.57, 2.15, 3.58)
H (-2.07, 3.91, -1.61)
H (-0.47, -4.74, -0.30)
H (1.17, -2.10, 1.50)

Calculated values
⟨S²⟩: 6.01
Multiplicity: 5
Energy (Ha): -1807.3980
Total charge: +4
Lowest unoccupied orbital energy (spin up / spin down) (Ha): -0.528 / -0.482

Here are the Mulliken charges for atoms 1 to 4, given in e: atom 1 (Pm): 1.476, atom 2 (P): 0.513, atom 3 (N): 0.005, atom 4 (N): 0.209

# 6
ORCA calculation (the ωB97M-V functional and the def2-TZVPD basis) on 2 unconnected molecules or ions with the total composition C12H31NO8P2 at a distorted geometry.

Geometry (Å):
P (-3.55, 1.52, 2.65)
P (2.15, 0.45, -2.80)
O (-0.87, -0.16, 2.10)
O (-6.00, 0.24, 3.34)
O (3.76, 0.33, -2.50)
O (-2.07, 2.35, 3.05)
O (2.28, -0.05, -4.36)
O (1.86, -0.99, -2.05)
O (0.74, 0.98, -2.77)
O (-7.19, -1.45, 3.62)
N (-6.16, -1.13, 3.18)
C (3.53, 1.73, -5.46)
C (-0.10, -1.33, 4.17)
C (-5.29, 0.80, 2.20)
C (-0.15, 1.04, 2.22)
C (0.90, -1.06, -0.98)
C (-1.06, 2.28, 2.07)
C (2.24, 0.93, -5.40)
C (-0.33, -1.79, -1.46)
C (4.69, -1.68, -3.59)
C (-0.19, -1.28, 2.64)
C (4.48, -0.90, -2.31)
C (-3.37, 0.44, 4.18)
H (5.07, -1.03, -4.39)
H (-3.99, 0.81, 5.00)
H (-3.57, -0.61, 3.93)
H (-3.01, 0.98, 1.46)
H (-4.18, 2.79, 2.73)
H (-1.42, 2.41, 1.03)
H (4.39, 1.07, -5.55)
H (0.66, -0.07, -0.60)
H (0.54, -2.18, 4.44)
H (-1.11, -1.78, -0.69)
H (3.77, -2.14, -3.94)
H (5.41, -2.48, -3.42)
H (1.37, -1.61, -0.16)
H (-2.31, 0.49, 4.43)
H (-0.09, -2.82, -1.71)
H (3.66, 2.32, -4.55)
H (0.82, -1.40, 2.18)
H (1.38, 1.58, -5.27)
H (0.33, 1.15, 3.22)
H (2.10, 0.39, -6.34)
H (0.35, -0.43, 4.62)
H (-5.92, 1.66, 1.90)
H (-5.27, 0.06, 1.39)
H (-0.38, 3.13, 2.26)
H (4.02, -1.51, -1.54)
H (5.45, -0.60, -1.92)
H (3.51, 2.41, -6.31)
H (-0.74, -1.33, -2.36)
H (0.69, 1.12, 1.50)
H (-0.75, -2.17, 2.30)
H (-1.08, -1.49, 4.65)

Calculated values
Energy (Ha): -1815.0428
Lowest unoccupied orbital energy (Ha): -0.018

Here are the Mulliken charges for atoms 1 to 4, given in e: atom 1 (P): 0.646, atom 2 (P): 1.218, atom 3 (O): -0.130, atom 4 (O): -0.150

# 7
ORCA calculation (the ωB97M-V functional and the def2-TZVPD basis) on 8 unconnected molecules or ions with the total composition C12H32Br2F3NO10S at a distorted geometry.

Geometry (Å):
Br (-0.82, -2.10, 2.36)
Br (-4.16, -3.26, -0.48)
S (1.34, -2.97, -2.45)
F (0.59, -5.05, -3.99)
F (-1.04, -4.03, -2.96)
F (0.30, -5.39, -1.87)
O (3.77, 0.65, -2.05)
O (2.70, -3.47, -2.34)
O (-0.34, 0.33, -4.65)
O (2.85, -0.73, 1.87)
O (1.78, 1.18, -1.32)
O (1.33, 2.88, 1.41)
O (-1.57, 1.25, 0.77)
O (1.13, -2.06, -3.55)
O (3.57, 1.10, 0.10)
O (0.71, -2.44, -1.22)
N (0.58, -0.26, 0.33)
C (-2.19, 1.61, 3.05)
C (-1.42, -0.59, -4.54)
C (2.45, 0.07, 2.97)
C (0.22, -4.47, -2.85)
C (3.40, -0.41, 4.09)
C (3.03, 1.02, -1.06)
C (-1.75, 2.28, 1.76)
C (-2.64, -2.57, 1.79)
C (1.00, 4.11, 0.78)
C (0.04, 3.90, -0.36)
C (-2.11, -0.33, -3.20)
C (-2.78, -2.17, 0.32)
H (-2.06, -0.44, -5.42)
H (1.86, 4.52, 0.25)
H (4.45, -0.38, 3.82)
H (-2.39, 1.28, 0.26)
H (2.03, 2.49, 0.85)
H (-1.45, -0.21, -2.34)
H (-1.33, 1.07, 3.43)
H (-1.15, -1.64, -4.64)
H (-2.80, -1.14, -2.96)
H (1.05, 0.43, -0.31)
H (-2.55, 2.33, 3.80)
H (3.10, -1.42, 4.37)
H (-2.78, -3.65, 1.85)
H (-2.46, 3.06, 1.46)
H (-2.81, 0.51, -3.21)
H (-3.09, -1.13, 0.26)
H (-0.90, 3.62, 0.14)
H (-3.35, -2.08, 2.45)
H (-3.02, 0.92, 2.90)
H (1.34, -0.50, 1.00)
H (1.41, -0.03, 3.30)
H (-0.77, 1.18, -4.63)
H (0.30, 3.05, -0.99)
H (2.59, 1.10, 2.63)
H (3.32, -0.10, 1.28)
H (3.40, 0.21, 4.99)
H (-0.19, 0.07, 0.90)
H (0.61, 4.85, 1.48)
H (-0.76, 2.72, 1.90)
H (-0.04, 4.75, -1.04)
H (-1.92, -2.36, -0.32)
H (0.39, -1.16, -0.17)

Calculated values
Energy (Ha): -7129.3889
Total charge: -2
Lowest unoccupied orbital energy (Ha): 0.136

Here are the Mulliken charges for atoms 1 to 4, given in e: atom 1 (Br): -0.150, atom 2 (Br): -0.205, atom 3 (S): 1.104, atom 4 (F): -0.231

# 8
ORCA calculation (the ωB97M-V functional and the def2-TZVPD basis) on a molecular structure, C12H32CrFN2O10P2 at a distorted geometry.

Geometry (Å):
Cr (20.40, 5.05, -4.01)
P (20.38, 3.55, -7.32)
P (21.49, 1.90, -2.46)
F (22.63, 5.32, -4.36)
O (20.38, 4.50, -6.18)
O (23.02, 1.36, -2.37)
O (18.91, 2.85, -7.68)
O (20.68, 0.87, -3.39)
O (26.33, 9.73, -3.60)
O (20.91, 1.56, -1.01)
O (21.28, 3.29, -2.93)
O (20.85, 4.20, -8.70)
O (24.91, 6.38, -8.41)
O (21.44, 2.28, -7.11)
N (24.74, 5.71, -6.28)
N (24.85, 8.23, -4.39)
C (18.53, 1.69, -7.10)
C (24.32, 6.37, -7.37)
C (24.02, 2.35, -2.09)
C (25.93, 9.01, -4.51)
C (22.74, 2.46, -6.52)
C (24.07, 8.10, -3.11)
C (25.73, 4.65, -6.11)
C (20.86, -0.59, -3.50)
C (20.13, 5.26, -9.36)
C (26.61, 8.92, -5.78)
C (21.65, 1.61, 0.20)
C (22.95, 6.98, -7.15)
H (17.64, 1.36, -7.63)
H (24.61, 2.50, -2.99)
H (20.82, 6.10, -9.48)
H (23.39, 1.88, -7.17)
H (27.56, 8.38, -5.74)
H (21.89, -0.91, -3.37)
H (18.45, 1.82, -6.02)
H (21.27, 2.34, 0.90)
H (22.68, 1.91, 0.00)
H (24.06, 5.65, -5.53)
H (20.33, -1.05, -2.67)
H (24.75, 1.95, -1.38)
H (26.15, 4.45, -7.10)
H (19.93, 4.90, -10.37)
H (19.21, 0.85, -7.26)
H (25.29, 3.80, -5.60)
H (24.60, 8.62, -2.31)
H (21.66, 0.68, 0.77)
H (23.11, 8.47, -3.46)
H (20.27, -1.08, -4.28)
H (22.98, 7.98, -6.72)
H (22.16, 6.38, -6.70)
H (22.58, 7.07, -8.17)
H (24.03, 7.03, -2.91)
H (23.74, 3.35, -1.76)
H (26.85, 9.93, -6.11)
H (26.16, 8.49, -6.68)
H (23.07, 3.49, -6.43)
H (24.69, 7.54, -5.10)
H (22.95, 2.03, -5.54)
H (26.56, 4.97, -5.48)
H (19.21, 5.51, -8.82)

Calculated values
⟨S²⟩: 8.75
Multiplicity: 6
Energy (Ha): -3165.5071
Lowest unoccupied orbital energy (spin up / spin down) (Ha): 0.002 / 0.005

Here are the Mulliken charges for atoms 1 to 4, given in e: atom 1 (Cr): 0.452, atom 2 (P): 0.766, atom 3 (P): 0.717, atom 4 (F): -0.699